Density functional theory data (the ωB97M-V functional and the def2-TZVPD basis) for C8H22AsF8N3NiO6S2 as an isolated structure at a distorted geometry.

The expectation value of S² is 3.769. Its frontier orbital gap (spin up / spin down) is 8.6510 / 4.9860 eV. As for the total charge: +1. The spin multiplicity is 4. The largest force on an atom is 11.49 eV Å⁻¹.

Last column: Mulliken spin population.
Positions of all 51 atoms, in Å:
Ni1 0.106 -0.278 -0.242  1.834
As1 -2.430 0.091 -3.131  0.008
F1 -2.885 -1.620 -2.800  0.001
F2 -1.174 0.032 -1.782  -0.010
F3 -1.871 1.779 -3.356  0.002
F4 -3.598 0.231 -4.394  0.000
F5 -3.680 0.490 -1.952  0.002
F6 -1.195 -0.495 -4.251  0.002
N1 0.935 -1.868 -1.040  0.458
S1 1.509 -2.307 -2.400  -0.097
O1 0.797 -3.306 -3.225  0.325
O2 2.918 -2.097 -2.609  0.266
F7 0.968 -0.970 -3.050  -0.006
S2 1.512 -3.424 -0.394  -0.013
O3 2.963 -3.543 -0.190  0.022
O4 0.708 -4.544 -0.808  0.024
F8 1.037 -3.110 1.035  -0.003
C1 2.085 3.468 -0.915  0.004
C2 1.181 2.378 -0.363  -0.005
C3 -0.297 2.763 -0.276  -0.001
O5 -0.861 1.612 0.354  0.028
C4 -2.251 1.834 0.436  0.002
N2 1.477 1.120 -1.125  0.075
H1 2.103 3.592 -1.998  0.000
H2 3.114 3.166 -0.719  0.000
H3 1.973 4.459 -0.474  0.001
H4 1.491 2.163 0.660  -0.001
H5 -0.666 2.916 -1.290  -0.002
H6 -0.530 3.659 0.298  0.002
H7 -2.769 0.892 0.617  0.001
H8 -2.756 2.329 -0.394  0.000
H9 -2.352 2.447 1.331  0.001
H10 2.452 0.904 -0.975  -0.003
H11 1.497 1.385 -2.099  0.000
C5 -1.923 -1.747 3.520  0.004
C6 -1.129 -0.718 2.563  0.001
C7 0.428 -0.653 2.809  -0.006
O6 1.152 -0.204 1.637  0.023
C8 2.580 -0.139 1.814  -0.001
N3 -1.326 -1.165 1.112  0.064
H12 -2.998 -1.718 3.346  0.000
H13 -1.750 -1.689 4.595  0.001
H14 -1.814 -2.803 3.272  0.000
H15 -1.523 0.297 2.603  -0.001
H16 0.725 -1.675 3.042  -0.001
H17 0.598 -0.071 3.715  0.001
H18 3.016 0.400 2.655  0.001
H19 3.031 0.226 0.891  0.002
H20 2.916 -1.168 1.945  0.000
H21 -2.310 -1.156 0.885  -0.002
H22 -1.182 -2.165 1.114  -0.002